# C26H39ClHoN3O4Se

A molecular structure, C26H39ClHoN3O4Se (the ωB97M-V functional and the def2-TZVPD basis, the OMol25 dataset).

Each line ends with the Löwdin charge.
Element x y z (Å)
O  1.08  2.39  -1.43  -0.16
C  2.18  1.92  -0.95  -0.35
C  3.11  1.40  -2.03  -0.21
C  2.63  0.50  -2.95  -0.05
H  1.67  0.00  -2.78  0.09
C  3.36  0.24  -4.11  -0.08
H  2.95  -0.44  -4.87  0.10
C  4.61  0.84  -4.30  -0.10
H  5.19  0.67  -5.21  0.10
C  5.13  1.70  -3.32  -0.09
H  6.11  2.15  -3.42  0.10
C  4.37  1.97  -2.17  -0.04
H  4.74  2.63  -1.38  0.11
H  2.74  2.75  -0.48  0.12
C  2.63  1.59  1.79  -0.15
C  2.36  0.76  0.57  -0.40
H  3.68  1.90  1.88  0.10
H  2.43  1.06  2.75  0.05
H  2.01  2.49  1.83  0.06
C  3.04  -0.40  0.36  -0.23
C  4.13  -0.88  1.28  -0.12
H  2.87  -1.03  -0.52  0.08
H  5.14  -0.63  0.92  0.09
H  4.11  -1.96  1.43  0.07
H  4.03  -0.44  2.27  0.05
Ho  0.37  -0.21  1.20  1.19
Cl  1.46  -1.62  3.00  0.00
C  -1.45  -2.26  1.96  -0.38
O  -1.55  -1.00  1.88  -0.22
N  -2.46  -2.96  2.42  -0.15
C  -3.60  -2.26  3.02  0.00
C  -2.46  -4.42  2.44  -0.02
H  -0.52  -2.78  1.63  0.08
H  -3.42  -1.18  2.90  0.09
H  -3.66  -2.51  4.09  0.10
H  -4.53  -2.55  2.51  0.10
H  -1.60  -4.79  1.87  0.10
H  -3.39  -4.79  1.97  0.09
H  -2.40  -4.78  3.48  0.10
H  -1.47  2.42  -4.32  0.08
H  -2.24  0.23  -4.12  0.09
C  -0.71  2.12  -3.59  -0.04
C  -2.05  0.07  -3.06  -0.04
N  -1.34  1.25  -2.58  -0.16
H  -0.29  2.99  -3.08  0.08
C  -1.22  1.51  -1.28  -0.29
O  -1.20  0.63  -0.37  -0.19
H  -3.00  -0.02  -2.52  0.09
H  -1.18  2.59  -1.03  0.13
H  0.10  1.58  -4.11  0.10
H  -1.44  -0.83  -2.90  0.04
H  -1.86  3.55  4.61  0.10
H  -2.09  5.47  2.73  0.10
C  -0.82  3.48  4.25  -0.01
C  -1.06  5.21  2.48  -0.03
N  -0.76  3.82  2.82  -0.16
H  -0.43  2.47  4.40  0.09
C  -0.48  2.91  1.91  -0.22
O  -0.22  1.70  2.20  -0.17
H  -0.90  5.34  1.40  0.10
H  -0.47  3.26  0.86  0.15
H  -0.22  4.21  4.82  0.10
H  -0.39  5.90  3.03  0.10
Se  0.20  -2.18  -1.17  0.63
C  -1.43  -3.08  -1.08  -0.71
C  -1.49  -4.47  -1.30  -0.14
C  -2.70  -5.16  -1.23  -0.11
C  -3.90  -4.47  -0.95  -0.12
C  -3.85  -3.08  -0.72  -0.11
C  -2.65  -2.40  -0.78  -0.16
H  -0.56  -4.99  -1.51  0.09
H  -2.72  -6.24  -1.38  0.10
H  -4.85  -5.00  -0.89  0.09
H  -4.77  -2.54  -0.50  0.10
H  -2.61  -1.33  -0.60  0.08

HOMO-LUMO gap (alpha / beta) (eV): 6.838 / 6.839
Expectation value of S²: 6.0042
Electronic energy (eV): -143922.7946
Net charge: 0
2S+1: 5

***

# C26H39F12N3O10P

5 unconnected molecules or ions with the total composition C26H39F12N3O10P (the ωB97M-V functional and the def2-TZVPD basis, the OMol25 dataset).

Each line ends with the Löwdin charge.
Element x y z (Å)
C  -3.90  0.68  -1.73  0.08
C  -2.82  0.20  -1.48  -0.09
C  -1.39  -0.38  -1.24  -0.12
C  -1.25  -0.80  0.31  -0.22
C  -0.05  -0.03  0.99  -0.15
N  1.30  -0.65  0.82  0.13
C  1.19  -2.08  1.06  -0.30
N  1.90  -2.55  2.08  0.22
N  0.26  -2.75  0.24  -0.19
P  0.65  -4.33  -0.39  0.94
C  1.53  -3.98  -2.04  -0.25
O  1.84  -5.17  0.50  -0.31
C  -1.16  -2.39  0.40  -0.29
C  -1.92  -3.03  1.63  -0.10
C  -1.39  -2.62  3.06  -0.20
O  -0.50  -3.70  3.49  -0.12
H  -4.82  1.13  -2.19  0.07
H  -0.65  0.45  -1.49  0.12
H  -1.16  -1.25  -1.92  0.11
H  -2.19  -0.51  0.88  0.15
H  0.00  0.99  0.48  0.14
H  -0.33  0.20  2.07  0.13
H  1.87  -0.27  1.59  0.12
H  1.83  -2.02  2.97  0.12
H  2.52  -3.36  2.09  0.13
H  2.27  -4.82  -2.21  0.06
H  2.16  -3.03  -1.97  0.03
H  0.76  -3.92  -2.87  0.05
H  2.68  -4.67  0.40  0.02
H  -1.71  -2.77  -0.52  0.15
H  -3.04  -2.86  1.62  0.13
H  -1.78  -4.16  1.56  0.12
H  -0.73  -1.69  3.00  0.10
H  -2.19  -2.52  3.85  0.13
H  -0.05  -3.44  4.32  0.09
C  6.62  2.07  2.26  -0.06
C  6.39  2.13  3.76  -0.19
O  5.03  1.80  4.07  0.03
C  4.74  0.50  4.16  -0.39
O  5.53  -0.39  3.99  0.17
C  3.28  0.30  4.55  -0.50
F  2.44  1.12  3.87  0.15
F  3.07  0.55  5.86  0.19
F  2.84  -0.96  4.33  0.12
H  5.91  2.71  1.74  0.08
H  7.63  2.39  2.01  0.09
H  6.48  1.05  1.88  0.07
H  6.56  3.14  4.11  0.13
H  7.09  1.48  4.29  0.13
C  -4.02  4.38  -2.39  -0.06
C  -3.60  3.78  -3.71  -0.20
O  -4.36  4.34  -4.79  0.03
C  -3.93  5.52  -5.27  -0.38
O  -2.97  6.11  -4.85  0.17
C  -4.80  5.97  -6.44  -0.52
F  -6.12  5.79  -6.20  0.16
F  -4.52  5.28  -7.56  0.16
F  -4.64  7.27  -6.73  0.17
H  -5.10  4.26  -2.24  0.08
H  -3.50  3.90  -1.56  0.07
H  -3.81  5.45  -2.35  0.09
H  -3.79  2.71  -3.72  0.10
H  -2.52  3.91  -3.89  0.13
C  -8.51  1.06  3.07  -0.06
C  -8.21  0.89  1.59  -0.20
O  -7.33  1.94  1.14  0.03
C  -6.02  1.74  1.35  -0.38
O  -5.55  0.78  1.89  0.15
C  -5.22  2.91  0.77  -0.51
F  -5.76  4.10  1.05  0.17
F  -5.13  2.83  -0.58  0.08
F  -3.96  2.95  1.24  0.15
H  -8.91  2.05  3.27  0.09
H  -9.24  0.31  3.40  0.09
H  -7.61  0.95  3.67  0.08
H  -9.13  0.98  1.02  0.13
H  -7.79  -0.09  1.38  0.13
C  7.35  -2.28  -4.26  -0.06
C  7.90  -2.82  -2.95  -0.19
O  7.06  -2.42  -1.85  0.03
C  5.99  -3.19  -1.62  -0.38
O  5.69  -4.16  -2.26  0.17
C  5.23  -2.68  -0.40  -0.50
F  5.10  -1.35  -0.38  0.16
F  5.85  -3.01  0.75  0.17
F  3.98  -3.19  -0.32  0.10
H  7.22  -1.20  -4.20  0.08
H  8.03  -2.51  -5.08  0.09
H  6.38  -2.71  -4.48  0.08
H  8.89  -2.39  -2.76  0.13
H  8.03  -3.90  -2.98  0.13

HOMO-LUMO gap (eV): 7.583
Electronic energy (eV): -94430.1074
Net charge: +1
2S+1: 1

***

# C26H39GeN7O2Sr

A molecular structure, C26H39GeN7O2Sr (the ωB97M-V functional and the def2-TZVPD basis, the OMol25 dataset).

Each line ends with the Löwdin charge.
Element x y z (Å)
Sr  0.10  -0.97  0.14  1.57
N  1.64  -1.30  -1.60  -0.10
C  1.09  -2.64  -1.41  -0.28
C  -0.43  -2.56  -1.42  -0.32
N  -1.03  -2.69  -0.11  -0.44
C  -0.68  -3.96  0.53  -0.16
C  -0.09  -3.74  1.93  -0.22
N  1.11  -2.89  1.87  -0.02
C  -2.45  -2.36  -0.23  -0.17
C  -3.02  -1.80  1.06  -0.22
N  -2.32  -0.54  1.36  0.00
H  2.63  -1.36  -1.80  0.10
H  1.19  -0.87  -2.41  0.07
H  1.45  -3.05  -0.47  0.08
H  1.41  -3.35  -2.18  0.13
H  -0.85  -3.28  -2.13  0.16
H  -0.70  -1.57  -1.79  0.04
H  0.05  -4.50  -0.08  0.12
H  -1.54  -4.63  0.60  0.14
H  0.07  -4.73  2.37  0.12
H  -0.83  -3.23  2.54  0.10
H  1.88  -3.42  1.47  0.08
H  1.39  -2.63  2.81  0.08
H  -3.04  -3.22  -0.57  0.14
H  -2.57  -1.60  -1.01  0.12
H  -2.85  -2.51  1.87  0.11
H  -4.10  -1.70  0.94  0.12
H  -2.48  -0.23  2.30  0.09
H  -2.65  0.20  0.74  0.09
O  -1.95  6.23  0.81  -0.04
C  -1.95  5.61  -0.27  -0.69
O  -2.23  5.96  -1.43  -0.05
C  -1.45  4.14  -0.17  -0.09
C  -1.68  3.25  -1.23  0.02
C  -1.24  1.96  -1.10  -0.26
N  -0.54  1.48  -0.03  0.00
C  -0.38  2.32  1.03  -0.22
C  -0.84  3.66  0.95  0.04
C  0.19  1.82  2.25  -0.27
C  0.20  2.54  3.46  -0.08
C  0.17  1.88  4.67  -0.13
C  -0.12  0.48  4.62  -0.13
C  -0.01  -0.18  3.45  -0.19
N  0.67  0.44  2.32  -0.25
C  -1.65  1.03  -2.20  -0.22
C  -2.99  1.03  -2.60  -0.01
C  -3.39  0.24  -3.66  -0.05
C  -2.44  -0.53  -4.32  -0.06
C  -1.14  -0.47  -3.86  -0.16
N  -0.74  0.26  -2.82  0.08
H  -2.18  3.61  -2.11  0.12
H  -0.75  4.34  1.79  0.11
H  0.14  3.62  3.44  0.11
H  0.18  2.42  5.61  0.08
H  -0.52  -0.01  5.50  0.10
H  -0.35  -1.21  3.33  0.06
H  -3.70  1.65  -2.07  0.13
H  -4.43  0.23  -3.97  0.11
H  -2.70  -1.15  -5.17  0.11
H  -0.37  -1.07  -4.35  0.11
C  5.05  1.31  2.26  -0.23
Ge  3.24  1.76  1.61  0.84
C  3.12  1.34  -0.31  -0.21
C  2.95  3.67  1.81  -0.20
C  2.14  0.44  2.61  -0.26
H  5.81  1.95  1.81  0.01
H  5.29  0.27  2.02  0.01
H  5.09  1.43  3.34  0.02
H  3.68  2.05  -0.92  0.03
H  2.07  1.38  -0.60  -0.01
H  3.52  0.33  -0.49  0.00
H  3.77  4.20  1.34  0.02
H  2.89  3.96  2.86  0.03
H  2.02  3.96  1.32  0.01
H  2.31  0.66  3.67  0.07
H  2.54  -0.56  2.41  0.05

HOMO-LUMO gap (eV): 4.713
Electronic energy (eV): -99469.7318
Net charge: 0
2S+1: 1

***

# C26H39N4NiO3SSi3

A molecular structure, C26H39N4NiO3SSi3 (the ωB97M-V functional and the def2-TZVPD basis, the OMol25 dataset).

Each line ends with the Löwdin charge.
Element x y z (Å)
Ni  -0.48  0.15  0.27  0.59
C  0.63  -2.13  -1.23  -0.16
Si  2.06  -1.37  -0.21  0.49
C  1.95  -2.17  1.48  -0.16
C  3.67  -1.87  -1.00  -0.15
C  1.78  0.52  -0.25  -0.33
Si  2.26  1.31  -1.92  0.43
C  4.14  1.47  -1.88  -0.15
C  1.72  0.25  -3.37  -0.17
C  1.60  3.02  -2.30  -0.17
Si  2.30  1.42  1.33  0.51
C  3.92  0.71  1.95  -0.14
C  2.60  3.27  1.27  -0.15
C  0.90  1.13  2.59  -0.26
C  1.07  1.37  3.95  -0.04
C  0.01  1.24  4.83  -0.03
C  -1.23  0.86  4.33  -0.01
C  -1.35  0.62  2.97  -0.06
N  -0.32  0.75  2.14  -0.01
H  0.54  -3.20  -1.02  0.11
H  0.73  -1.99  -2.31  0.08
H  -1.46  -1.54  -1.39  0.13
H  1.85  -3.25  1.31  0.05
H  1.10  -1.86  2.07  0.03
H  2.85  -2.04  2.08  0.03
H  3.75  -2.95  -0.91  0.05
H  4.52  -1.44  -0.47  0.04
H  3.75  -1.60  -2.05  0.03
H  4.67  0.53  -1.74  0.02
H  4.46  2.16  -1.10  0.03
H  4.47  1.90  -2.83  0.05
H  2.24  -0.70  -3.46  0.02
H  1.92  0.81  -4.28  0.05
H  0.64  0.06  -3.35  0.03
H  1.87  3.78  -1.58  0.02
H  0.52  3.03  -2.44  0.03
H  2.07  3.29  -3.25  0.05
H  4.70  0.91  1.22  0.04
H  3.92  -0.35  2.16  0.01
H  4.20  1.23  2.87  0.04
H  3.03  3.61  0.33  0.02
H  3.32  3.51  2.05  0.05
H  1.71  3.86  1.47  0.03
H  2.04  1.68  4.32  0.11
H  0.14  1.42  5.88  0.12
H  -2.09  0.76  4.97  0.12
H  -2.30  0.34  2.53  0.10
C  -3.17  -5.90  -1.52  -0.04
C  -3.38  -4.47  -1.13  -0.26
C  -3.44  -4.10  0.21  -0.02
C  -3.61  -2.77  0.58  -0.05
C  -3.73  -1.81  -0.41  -0.31
C  -3.72  -2.16  -1.75  -0.07
C  -3.53  -3.48  -2.11  -0.03
S  -3.94  -0.11  0.01  0.63
O  -4.93  0.44  -0.88  -0.28
O  -4.16  0.00  1.43  -0.30
N  -2.48  0.52  -0.38  -0.13
C  -2.34  1.88  -0.31  -0.38
C  -3.34  2.86  -0.32  0.01
C  -2.97  4.17  -0.19  -0.04
C  -1.61  4.50  -0.06  -0.05
C  -0.69  3.48  -0.08  -0.14
N  -1.04  2.20  -0.21  0.07
H  -3.35  -6.58  -0.69  0.08
H  -2.15  -6.07  -1.87  0.09
H  -3.84  -6.18  -2.34  0.09
H  -3.35  -4.86  0.97  0.12
H  -3.66  -2.48  1.62  0.12
H  -3.89  -1.40  -2.51  0.12
H  -3.53  -3.76  -3.15  0.12
H  -4.38  2.58  -0.44  0.10
H  -3.72  4.95  -0.20  0.12
H  -1.29  5.53  0.05  0.11
H  0.36  3.68  -0.01  0.07
O  -0.87  -1.67  0.47  -0.10
N  -0.62  -1.51  -0.80  -0.15

HOMO-LUMO gap (alpha / beta) (eV): 6.285 / 5.383
Expectation value of S²: 2.4625
Electronic energy (eV): -115203.7043
Net charge: +1
2S+1: 3